1.
An isolated ion of composition CH5N2O and charge +1. Source: OMol25; level of theory: ωB97M-V with the def2-TZVPD basis set.

## Properties
SMILES string = C[N+](N)=O
E_HOMO = -17.56 eV
LUMO = -0.254 hartree
HOMO-LUMO gap = 10.6374 eV

Geometry as ORCA input:
```
! wB97M-V def2-TZVPD RIJCOSX def2/J DEFGRID3
* xyz 1 1
O -0.958 -1.306 0.821
N -0.347 -0.462 0.228
N 0.216 -0.757 -1.030
C 0.084 0.836 0.652
H -0.186 1.626 -0.029
H 0.606 -0.026 -1.687
H 1.235 0.857 0.858
H -0.543 0.902 1.595
H -0.108 -1.671 -1.408
*
```



2.
CH5N2O2 as an isolated structure. Source: OMol25; level of theory: ωB97M-V with the def2-TZVPD basis set.

## Properties
E_HOMO = -2.37 eV
LUMO = 0.169 hartree
HOMO-LUMO gap = 6.9733 eV

Geometry as ORCA input:
```
! wB97M-V def2-TZVPD RIJCOSX def2/J DEFGRID3
* xyz -1 1
O -0.239 1.103 -0.500
O 1.119 -0.230 1.006
N 0.874 1.773 -0.182
N -0.415 -0.021 0.384
C -0.799 -1.270 -0.325
H -1.018 -1.002 -1.346
H 0.088 -1.889 -0.414
H 0.769 2.511 0.578
H 1.327 0.734 0.542
H -1.708 -1.709 0.258
*
```



3.
CH5N2O2PS3 as an isolated structure. Source: OMol25; level of theory: ωB97M-V with the def2-TZVPD basis set.

## Properties
E_HOMO = -8.17 eV
LUMO = 0.001 hartree
HOMO-LUMO gap = 8.1979 eV

Geometry as ORCA input:
```
! wB97M-V def2-TZVPD RIJCOSX def2/J DEFGRID3
* xyz 0 1
S -1.268 -2.436 1.323
S 1.881 -1.754 1.440
S -0.481 0.336 2.948
P 0.036 -0.726 1.410
O -0.730 -0.341 -0.248
O 1.499 0.744 0.491
N 0.795 1.235 -0.489
N -1.155 1.117 -1.900
C -0.328 0.660 -0.948
H -0.920 1.866 -2.533
H -1.883 0.399 -2.024
H 1.422 1.858 -0.951
H -1.526 -2.225 0.078
H 2.659 -0.732 1.404
*
```



4.
A 2-piece molecular cluster, CH5N2OS overall. Source: OMol25; level of theory: ωB97M-V with the def2-TZVPD basis set.

## Properties
E_HOMO = -3.47 eV
LUMO = 0.152 hartree
HOMO-LUMO gap = 7.6188 eV

Geometry as ORCA input:
```
! wB97M-V def2-TZVPD RIJCOSX def2/J DEFGRID3
* xyz -1 1
S 0.758 0.537 2.356
O -0.460 -0.750 -2.346
N -0.982 -0.932 -0.135
N 0.614 0.565 -0.811
C -0.275 -0.402 -1.184
H 0.664 1.690 3.023
H 1.163 0.935 -1.561
H 0.803 0.768 0.199
H -1.542 -1.723 -0.356
H -0.744 -0.689 0.816
*
```



5.
A 2-piece molecular cluster, CH5N2S overall. Source: OMol25; level of theory: ωB97M-V with the def2-TZVPD basis set.

## Properties
E_HOMO = -15.09 eV
LUMO = -0.211 hartree
HOMO-LUMO gap = 9.3382 eV

Geometry as ORCA input:
```
! wB97M-V def2-TZVPD RIJCOSX def2/J DEFGRID3
* xyz 1 1
S -0.141 2.519 0.463
N 0.905 -1.789 -0.031
N 0.293 0.933 -0.017
C -0.423 -0.108 -0.019
H 0.637 -2.038 -0.964
H 0.413 -2.456 0.425
H -1.501 -0.333 -0.208
H -1.569 2.357 0.326
H 1.387 0.914 0.025
*
```



6.
One molecule with the formula CH5N3. Source: OMol25; level of theory: ωB97M-V with the def2-TZVPD basis set.

## Properties
SMILES string = C/N=N/N
E_HOMO = -9.49 eV
LUMO = 0.054 hartree
HOMO-LUMO gap = 10.9616 eV

Geometry as ORCA input:
```
! wB97M-V def2-TZVPD RIJCOSX def2/J DEFGRID3
* xyz 0 1
N 0.022 -0.176 0.392
N -1.321 -1.151 -0.851
N -0.540 -0.070 -0.717
C 0.895 0.955 0.702
H -1.409 -1.476 -1.808
H 0.969 1.673 -0.122
H 1.900 0.587 0.926
H -1.031 -1.825 -0.106
H 0.516 1.482 1.583
*
```



7.
One molecule with the formula CH5N3. Source: OMol25; level of theory: ωB97M-V with the def2-TZVPD basis set.

## Properties
SMILES string = N=C(N)N
E_HOMO = -9.05 eV
LUMO = 0.030 hartree
HOMO-LUMO gap = 9.8587 eV

Geometry as ORCA input:
```
! wB97M-V def2-TZVPD RIJCOSX def2/J DEFGRID3
* xyz 0 1
N 1.211 -0.498 -0.096
N -0.016 1.171 0.056
N -1.287 -0.545 -0.025
C -0.116 -0.133 -0.064
H 1.879 -0.382 0.882
H -1.335 -1.647 0.377
H -1.048 1.492 0.120
H 1.196 -1.533 -0.251
H 0.641 1.974 -0.279
*
```



8.
One molecule with the formula CH5N3O. Source: OMol25; level of theory: ωB97M-V with the def2-TZVPD basis set.

## Properties
SMILES string = N/N=C/NO
E_HOMO = -8.63 eV
LUMO = 0.040 hartree
HOMO-LUMO gap = 9.7201 eV

Geometry as ORCA input:
```
! wB97M-V def2-TZVPD RIJCOSX def2/J DEFGRID3
* xyz 0 1
O -2.101 -0.881 0.071
N 1.987 -0.290 -0.061
N 0.562 -0.281 0.187
N -1.595 0.450 0.150
C -0.173 0.757 -0.002
H 2.501 -0.123 0.948
H 0.196 1.769 -0.030
H 1.991 -1.200 -0.613
H -1.204 -1.230 -0.098
H -2.163 1.028 -0.552
*
```



9.
A 2-piece molecular cluster, CH5N3O overall. Source: OMol25; level of theory: ωB97M-V with the def2-TZVPD basis set.

## Properties
E_HOMO (alpha / beta) = -7.89 / -8.65 eV
LUMO (alpha / beta) = 0.023 / 0.033 hartree
HOMO-LUMO gap (alpha / beta) = 8.5208 / 9.5316 eV

Geometry as ORCA input:
```
! wB97M-V def2-TZVPD RIJCOSX def2/J DEFGRID3
* xyz 0 1
O 0.132 0.507 0.508
N 1.860 -0.722 0.086
N -0.105 -0.005 1.818
N 1.739 -1.523 0.972
C -0.845 0.138 -0.494
H -1.699 0.777 -0.281
H 2.525 -0.584 -0.595
H 0.490 0.407 2.550
H -0.326 0.379 -1.470
H -0.988 -0.894 -0.432
*
```



10.
One molecule with the formula CH5N3O. Source: OMol25; level of theory: ωB97M-V with the def2-TZVPD basis set.

## Properties
SMILES string = C=NNNO
E_HOMO = -8.52 eV
LUMO = 0.038 hartree
HOMO-LUMO gap = 9.5456 eV

Geometry as ORCA input:
```
! wB97M-V def2-TZVPD RIJCOSX def2/J DEFGRID3
* xyz 0 1
O 2.172 -1.004 -0.210
N 1.399 0.164 -0.348
N -0.095 -0.013 -0.621
N -1.304 0.060 -0.146
C -1.968 0.311 0.953
H -3.015 0.443 0.681
H -0.085 -0.177 -1.648
H -1.326 0.707 1.804
H 1.610 0.595 0.567
H 2.613 -1.086 -1.032
*
```



11.
A 2-piece molecular cluster, CH5N3O overall. Source: OMol25; level of theory: ωB97M-V with the def2-TZVPD basis set.

## Properties
SMILES string = [H]/N=N/[H].NC=O
E_HOMO = -8.33 eV
LUMO = 0.022 hartree
HOMO-LUMO gap = 8.9302 eV

Geometry as ORCA input:
```
! wB97M-V def2-TZVPD RIJCOSX def2/J DEFGRID3
* xyz 0 1
O -0.283 0.734 0.942
N -1.927 -0.118 -0.381
N 1.963 -0.212 0.049
N 2.482 0.707 -0.529
C -0.789 -0.263 0.393
H 3.375 1.035 -0.119
H -0.700 -1.285 0.807
H 0.786 -0.394 -0.251
H -2.449 -0.935 -0.656
H -2.457 0.731 -0.255
*
```



12.
A 2-piece molecular cluster, CH5N3O2 overall. Source: OMol25; level of theory: ωB97M-V with the def2-TZVPD basis set.

## Properties
E_HOMO = -9.67 eV
LUMO = 0.000 hartree
HOMO-LUMO gap = 9.6640 eV

Geometry as ORCA input:
```
! wB97M-V def2-TZVPD RIJCOSX def2/J DEFGRID3
* xyz 0 1
O 1.520 0.646 -1.340
O 0.211 -1.022 -1.819
N 0.538 -0.047 -1.164
N 0.535 0.753 1.094
N -0.989 -0.960 0.546
C -0.249 0.125 0.120
H -0.126 1.277 1.747
H -0.959 -1.634 -0.314
H -1.115 0.914 -0.824
H 1.180 1.326 0.572
H -0.545 -1.378 1.380
*
```



13.
A 2-piece molecular cluster, CH5N3O2S overall. Source: OMol25; level of theory: ωB97M-V with the def2-TZVPD basis set.

## Properties
E_HOMO = -8.79 eV
LUMO = -0.071 hartree
HOMO-LUMO gap = 6.8511 eV

Geometry as ORCA input:
```
! wB97M-V def2-TZVPD RIJCOSX def2/J DEFGRID3
* xyz 0 1
S 4.044 0.162 -0.325
O 3.025 -0.165 0.588
O 4.874 1.238 0.207
N -1.743 0.005 -0.826
N -0.075 -1.626 -0.322
N 0.367 0.564 0.119
C -0.609 -0.341 -0.294
H -2.007 1.025 -0.875
H 0.462 -1.691 0.557
H -0.601 -2.353 -0.645
H 1.351 0.274 0.465
H 0.472 1.510 -0.325
*
```



14.
A 2-piece molecular cluster, CH5N3O2S overall. Source: OMol25; level of theory: ωB97M-V with the def2-TZVPD basis set.

## Properties
E_HOMO (alpha / beta) = -8.71 / -8.75 eV
LUMO (alpha / beta) = -0.001 / -0.002 hartree
HOMO-LUMO gap (alpha / beta) = 8.6724 / 8.7043 eV

Geometry as ORCA input:
```
! wB97M-V def2-TZVPD RIJCOSX def2/J DEFGRID3
* xyz 0 1
S 2.901 0.047 0.504
O 3.041 -1.453 -0.395
O 4.040 0.828 0.106
N 0.292 0.662 -0.316
N -2.570 0.513 0.134
N 1.647 0.776 -0.460
C -0.379 -0.158 0.275
H -2.188 0.979 -0.674
H -0.510 -1.015 1.012
H 3.915 -1.791 -0.613
H 1.980 1.634 -1.048
H -2.976 -0.342 -0.180
*
```



15.
A 2-piece molecular cluster, CH5N3O4S overall. Source: OMol25; level of theory: ωB97M-V with the def2-TZVPD basis set.

## Properties
SMILES string = NC(N)=[NH+][O-].O=S(=O)=O
E_HOMO (alpha / beta) = -8.24 / -8.24 eV
LUMO (alpha / beta) = -0.034 / -0.034 hartree
HOMO-LUMO gap (alpha / beta) = 7.3261 / 7.3254 eV

Geometry as ORCA input:
```
! wB97M-V def2-TZVPD RIJCOSX def2/J DEFGRID3
* xyz 0 1
S -2.572 0.222 -0.233
O -3.677 -0.679 -0.464
O -0.541 -1.713 0.790
O -1.825 0.758 -1.334
O -2.432 0.977 0.972
N 0.576 0.888 0.831
N 2.259 0.055 -0.639
N 0.576 -1.399 0.195
C 1.090 -0.176 0.137
H 0.449 1.782 0.446
H 1.168 -2.162 -0.228
H -0.217 0.621 1.470
H 2.999 0.721 -0.222
H 2.145 0.105 -1.720
*
```



16.
One molecule with the formula CH5N3S. Source: OMol25; level of theory: ωB97M-V with the def2-TZVPD basis set.

## Properties
SMILES string = N/N=C\NS
E_HOMO = -8.22 eV
LUMO = 0.014 hartree
HOMO-LUMO gap = 8.6162 eV

Geometry as ORCA input:
```
! wB97M-V def2-TZVPD RIJCOSX def2/J DEFGRID3
* xyz 0 1
S 1.339 -0.433 1.477
N -0.244 -1.023 0.939
N -0.254 -0.001 -1.196
N 0.345 1.208 -0.729
C -0.536 -0.883 -0.387
H -0.660 -1.670 1.575
H 0.864 1.033 0.792
H -1.137 -1.792 -0.989
H -0.287 1.790 0.157
H 0.571 1.770 -1.640
*
```



17.
A 2-piece molecular cluster, CH5N3S overall. Source: OMol25; level of theory: ωB97M-V with the def2-TZVPD basis set.

## Properties
SMILES string = [H]/N=N/[H].NC=S
E_HOMO = -8.44 eV
LUMO = 0.024 hartree
HOMO-LUMO gap = 9.1065 eV

Geometry as ORCA input:
```
! wB97M-V def2-TZVPD RIJCOSX def2/J DEFGRID3
* xyz 0 1
S -1.957 -1.217 -0.004
N -0.666 1.052 -0.093
N 2.434 -1.294 0.194
N 1.479 -0.701 -0.263
C -1.755 0.397 0.288
H -2.537 0.952 0.808
H -0.726 2.057 -0.078
H 2.719 -0.672 1.072
H -0.158 0.610 -0.839
H 1.168 -1.184 -1.085
*
```



18.
One molecule with the formula CH5N3S2. Source: OMol25; level of theory: ωB97M-V with the def2-TZVPD basis set.

## Properties
E_HOMO (alpha / beta) = -8.17 / -8.17 eV
LUMO (alpha / beta) = -0.004 / -0.004 hartree
HOMO-LUMO gap (alpha / beta) = 8.0576 / 8.0580 eV

Geometry as ORCA input:
```
! wB97M-V def2-TZVPD RIJCOSX def2/J DEFGRID3
* xyz 0 1
S -0.735 -1.141 0.435
S -2.282 0.301 -0.680
N 1.068 0.575 -0.239
N 0.224 -1.665 -0.647
N 1.241 -0.705 -0.919
C 0.485 0.319 0.981
H -2.685 0.741 0.569
H 0.547 1.207 -0.743
H -0.023 1.204 1.476
H 1.082 -0.240 1.709
H 1.077 -0.597 -1.942
*
```



19.
CH5N4P as an isolated structure. Source: OMol25; level of theory: ωB97M-V with the def2-TZVPD basis set.

## Properties
E_HOMO = -9.83 eV
LUMO = 0.034 hartree
HOMO-LUMO gap = 10.7606 eV

Geometry as ORCA input:
```
! wB97M-V def2-TZVPD RIJCOSX def2/J DEFGRID3
* xyz 0 1
P 2.404 -1.641 -2.139
N 0.237 0.089 -3.111
N -0.156 -1.053 -1.278
N -0.975 0.305 -2.793
N -1.255 -0.441 -1.740
C 0.804 -0.639 -2.100
H -2.095 -0.546 -1.199
H 3.649 -0.900 -1.583
H -4.816 2.990 0.344
H 2.171 -2.052 -0.691
H -5.127 3.506 -0.183
*
```



20.
CH5N5O2Se4Zn as an isolated structure. Source: OMol25; level of theory: ωB97M-V with the def2-TZVPD basis set.

## Properties
E_HOMO = -7.34 eV
LUMO = -0.025 hartree
HOMO-LUMO gap = 6.6662 eV

Geometry as ORCA input:
```
! wB97M-V def2-TZVPD RIJCOSX def2/J DEFGRID3
* xyz 0 1
Se 2.954 -0.613 -1.533
Se 2.187 0.527 -3.449
Se -0.856 -1.439 -2.914
Se 0.882 -1.105 -4.471
Zn 0.648 -1.032 -1.120
O 0.366 -2.834 1.057
O -0.502 -1.805 2.761
N -0.102 1.278 -0.901
N -0.991 0.663 2.519
N -0.073 -1.850 1.608
N -0.138 -0.732 0.818
N -0.557 1.458 0.398
C -0.565 0.432 1.284
H -0.828 1.399 -1.598
H -0.866 2.367 0.696
H 0.735 1.811 -1.113
H -1.287 1.582 2.794
H -1.005 -0.106 3.166
*
```



Number 1: electronic energy -6135.0817 eV. Number 2: electronic energy -8187.2328 eV. Number 3: electronic energy -49986.4893 eV. Number 4: electronic energy -16983.7875 eV. Number 5: electronic energy -14921.5196 eV. Number 6: electronic energy -5586.5738 eV. Number 7: electronic energy -5586.2179 eV. Number 8: electronic energy -7631.5598 eV. Number 9: electronic energy -7629.3614 eV. Number 10: electronic energy -7630.3219 eV. Number 11: electronic energy -7632.8040 eV. Number 12: electronic energy -9678.8782 eV. Number 13: electronic energy -20517.4915 eV. Number 14: electronic energy -20512.4460 eV. Number 15: electronic energy -24610.3887 eV. Number 16: electronic energy -16419.1318 eV. Number 17: electronic energy -16421.4994 eV. Number 18: electronic energy -27254.9720 eV. Number 19: electronic energy -16363.6027 eV. Number 20: electronic energy -322465.9072 eV.